124
Properties=species:S:1:pos:R:3 method="wB97M-V/def2-TZVPD" energy_ev=-972083.027 homo_energy_ha=-0.3539 gap_ev=9.40 lumo_ha=-0.008
C 3.56 -4.44 -4.26
C 2.44 -3.43 -4.12
C 1.48 -3.67 -2.94
I 2.49 -4.45 -1.22
C 0.56 -2.43 -2.68
C -0.17 -2.35 -3.96
N -0.71 -2.29 -4.97
C 1.26 -1.06 -2.55
C 2.42 -0.93 -1.58
C 2.71 0.56 -1.32
F 3.57 -1.51 -2.10
C -0.57 -2.64 -1.56
Cl -1.01 -4.36 -1.35
C -1.78 -1.93 -1.99
N -2.67 -1.29 -2.31
P -0.38 -1.94 0.17
N -1.75 -2.21 0.86
O -0.14 -0.37 0.13
O 0.83 -2.58 0.99
H 4.36 -4.31 -3.53
H 4.01 -4.31 -5.24
H 3.18 -5.46 -4.25
H 1.81 -3.56 -5.01
H 2.81 -2.41 -4.15
H 0.82 -4.46 -3.27
H 0.50 -0.31 -2.36
H 1.66 -0.82 -3.54
H 2.24 -1.40 -0.61
H 1.95 1.17 -1.79
H 2.77 0.79 -0.26
H 3.64 0.81 -1.82
H -1.65 -2.77 1.69
H -1.02 0.00 0.31
H 0.63 -3.53 1.11
C 2.10 -8.02 -7.84
Cl 3.82 -7.63 -7.62
Cl 1.60 -9.13 -6.56
Cl 1.14 -6.55 -7.78
Cl 1.89 -8.79 -9.41
C -4.80 -3.92 2.80
Cl -4.88 -5.31 1.73
Cl -3.17 -3.82 3.50
Cl -5.15 -2.45 1.90
Cl -5.98 -4.11 4.11
C 3.08 4.74 -1.55
Cl 2.91 5.49 0.04
Cl 3.36 5.99 -2.77
Cl 4.45 3.62 -1.52
Cl 1.61 3.86 -1.96
C 3.22 1.31 3.17
Cl 4.44 0.30 3.93
Cl 3.97 2.28 1.89
Cl 1.96 0.28 2.47
Cl 2.49 2.38 4.38
C -1.21 4.42 1.23
Cl 0.06 3.42 1.94
Cl -0.53 5.39 -0.07
Cl -2.49 3.39 0.56
Cl -1.86 5.49 2.49
C 4.14 -12.87 -7.22
Cl 4.25 -11.12 -7.12
Cl 5.04 -13.45 -8.62
Cl 4.83 -13.59 -5.75
Cl 2.45 -13.35 -7.36
C -3.16 -0.36 6.23
Cl -1.91 -1.32 7.02
Cl -2.43 0.64 4.97
Cl -4.37 -1.41 5.51
Cl -3.93 0.69 7.43
C -0.53 9.80 0.79
Cl 1.23 9.93 0.86
Cl -1.03 8.32 1.60
Cl -1.28 11.19 1.58
Cl -1.03 9.74 -0.90
C -5.81 -4.77 -2.78
Cl -5.91 -6.25 -3.74
Cl -4.14 -4.48 -2.31
Cl -6.40 -3.40 -3.74
Cl -6.81 -4.94 -1.33
C -5.82 4.01 3.91
Cl -5.67 5.65 4.54
Cl -5.03 3.91 2.34
Cl -5.05 2.88 5.02
Cl -7.53 3.60 3.74
C 6.00 8.81 0.76
Cl 4.97 10.17 1.21
Cl 5.18 7.82 -0.45
Cl 7.52 9.43 0.09
Cl 6.34 7.83 2.19
C -0.05 -5.45 7.02
Cl -1.16 -4.71 5.87
Cl -0.97 -6.12 8.38
Cl 0.86 -6.74 6.23
Cl 1.06 -4.21 7.62
C 1.01 -3.89 -11.04
Cl -0.47 -4.56 -10.37
Cl 1.04 -2.14 -10.78
Cl 2.41 -4.62 -10.25
Cl 1.08 -4.23 -12.77
C -7.01 7.84 7.47
Cl -6.83 6.21 8.11
Cl -8.11 7.81 6.10
Cl -7.66 8.90 8.73
Cl -5.43 8.45 6.95
C -11.04 1.69 3.97
Cl -12.38 0.73 4.60
Cl -10.97 3.24 4.82
Cl -9.53 0.82 4.19
Cl -11.30 1.99 2.24
C 1.94 13.81 3.68
Cl 3.58 14.44 3.88
Cl 0.92 15.03 2.92
Cl 1.98 12.37 2.67
Cl 1.27 13.40 5.27
C 5.80 -8.34 -2.81
Cl 4.68 -7.62 -1.66
Cl 7.33 -7.46 -2.76
Cl 6.08 -10.03 -2.36
Cl 5.16 -8.30 -4.45
C 4.15 5.97 6.10
Cl 2.77 5.06 6.73
Cl 4.30 7.49 6.98
Cl 5.62 5.01 6.30
Cl 3.91 6.32 4.38